one) Computed, not measured: an isolated molecule of C3H6N2, with the ωB97M-V functional and the def2-TZVPD basis.

Geometry as XYZ:
```
11
Properties=species:S:1:pos:R:3
C -1.1729 -0.0321 0.2269
C 0.7973 0.7999 -0.1781
C 1.0819 -0.6831 0.0776
H -1.9881 -0.4916 -1.0698
H -1.0445 0.3310 1.4028
H 0.2044 1.3521 0.6625
H 1.5004 1.1600 -0.9142
H 1.0733 -0.8990 1.0506
H 1.8828 -1.2757 -0.5118
N -2.2647 -0.0838 -0.1986
N -0.0699 -0.1778 -0.5478
```

Output
E_HOMO, eV: -9.723
Molar mass, g mol⁻¹: 70.09
Orbital gap, eV: 10.87
SMILES: [H]/N=C\N1CC1

two) Computed, not measured: a cluster of 2 separate species, C3H6N2 in total, with the ωB97M-V functional and the def2-TZVPD basis.

Geometry as XYZ:
```
11
Properties=species:S:1:pos:R:3
C 0.2833 0.3127 -0.1726
C -0.0471 -0.7648 0.6119
C -1.3106 -0.6904 1.4842
N 2.1059 0.8050 -2.4054
N 1.3868 1.4827 -1.6993
H 0.5598 -1.6841 0.8261
H -0.4032 1.1494 -0.2382
H -1.1331 0.0016 2.2838
H -1.9986 -0.1974 0.9429
H -1.7407 -1.7212 1.7137
H 2.2974 1.3066 -3.3471
```

Output
E_HOMO (spin up / spin down), eV: -8.721 / -8.665
Molar mass, g mol⁻¹: 70.09
Orbital gap (spin up / spin down), eV: 8.91 / 8.96

three) Computed, not measured: an isolated molecule of C3H6N2, with the ωB97M-V functional and the def2-TZVPD basis.

Geometry as XYZ:
```
11
Properties=species:S:1:pos:R:3
C -1.1400 -0.7784 0.1617
C 0.0560 0.0456 -0.4196
N 0.2209 1.5006 -0.0858
C 1.3332 -0.5024 0.0503
N 2.3639 -0.7106 0.5317
H -1.0630 -1.8390 -0.1365
H -1.1536 -0.7803 1.2545
H -2.1162 -0.4416 -0.2060
H -0.0294 -0.0654 -1.5132
H 1.0671 1.8672 -0.5423
H 0.4255 1.6450 0.9073
```

Output
E_HOMO, eV: -10.065
Molar mass, g mol⁻¹: 70.09
Orbital gap, eV: 10.93
SMILES: C[C@@H](N)C#N

Which of them is least stable? Easy: two).

one) Computed, not measured: an isolated molecule of C3H6N2, with the ωB97M-V functional and the def2-TZVPD basis.

Geometry as XYZ:
```
11
Properties=species:S:1:pos:R:3
C -0.1967 -0.7116 0.9616
C -0.3229 -0.0799 -0.4508
N -0.7337 1.3175 -0.4694
C 1.0934 -0.3688 -0.7299
N 2.2294 -0.5658 -0.7538
H -0.5987 -1.7354 1.0131
H 0.9869 -0.6821 1.1213
H -0.7322 -0.1212 1.7034
H -0.9618 -0.6353 -1.1450
H -0.6205 1.7166 -1.4007
H -0.1432 1.8659 0.1502
```

Output
E_HOMO, eV: -10.451
Molar mass, g mol⁻¹: 70.09
Orbital gap, eV: 11.31
SMILES: C[C@@H](N)C#N

two) Computed, not measured: a cluster of 2 separate species, C3H6N2 in total, with the ωB97M-V functional and the def2-TZVPD basis.

Geometry as XYZ:
```
11
Properties=species:S:1:pos:R:3
C -0.3306 0.4286 1.0784
N 0.1794 -1.5812 -0.3083
C -0.5371 1.0148 -0.1124
C 0.0841 1.4670 -1.1833
N -0.1474 0.8070 2.2531
H 0.9109 -1.8239 -0.9705
H 0.0841 -2.3906 0.2964
H -0.2695 0.1606 3.0247
H -0.7515 -1.2576 -0.7564
H 0.7861 2.2934 -1.2280
H -0.0085 0.8820 -2.0937
```

Output
E_HOMO (spin up / spin down), eV: -7.657 / -7.658
Molar mass, g mol⁻¹: 70.09
Orbital gap (spin up / spin down), eV: 7.71 / 7.72
SMILES: C=C=C=N.N

three) Computed, not measured: an isolated molecule of C3H6N2, with the ωB97M-V functional and the def2-TZVPD basis.

Geometry as XYZ:
```
11
Properties=species:S:1:pos:R:3
C -1.1774 0.1249 0.4999
C 0.0691 -0.3409 -0.2589
N 0.5187 0.7020 -1.1693
C 1.1257 -0.7875 0.6885
N 1.9723 -1.1262 1.4014
H -1.3637 -0.4909 1.3834
H -1.0527 1.1624 0.8256
H -2.0477 0.0778 -0.1584
H -0.1887 -1.2182 -0.8630
H 1.3168 0.3848 -1.7118
H 0.8276 1.5118 -0.6373
```

Output
E_HOMO, eV: -10.414
Molar mass, g mol⁻¹: 70.09
Orbital gap, eV: 11.28
SMILES: C[C@@H](N)C#N

four) Computed, not measured: an isolated molecule of C3H6N2, with the ωB97M-V functional and the def2-TZVPD basis.

Geometry as XYZ:
```
11
Properties=species:S:1:pos:R:3
C 1.4491 -0.0398 0.0961
C -0.0230 0.1737 -0.3291
N -0.9166 -0.7142 0.3661
C -0.7804 1.5653 -0.3574
N -1.8348 2.0210 -0.5629
H 1.9602 0.9179 0.1094
H 1.5594 -0.4990 1.0903
H 1.9875 -0.6992 -0.6028
H -0.1081 0.0106 -1.4043
H -1.8571 -0.3657 0.2206
H -0.7257 -0.7716 1.3626
```

Output
E_HOMO, eV: -10.052
Molar mass, g mol⁻¹: 70.09
Orbital gap, eV: 10.68
SMILES: C[C@@H](N)C#N

Which of them is least stable? Easy: two).

one) Computed, not measured: an isolated molecule of C3H6N2, with the ωB97M-V functional and the def2-TZVPD basis.

Geometry as XYZ:
```
11
Properties=species:S:1:pos:R:3
C -1.9658 -0.6391 -0.1615
C 1.0445 0.8836 0.6435
C 1.2462 -0.0890 -0.4721
H -2.6732 -1.4695 0.1337
H -2.2419 -0.0192 -1.0569
H 1.0662 0.4265 1.6419
H 1.3525 1.9024 0.5585
H 1.3826 -1.1761 -0.1394
H 1.6346 0.3557 -1.3503
N -0.7883 -0.6085 0.4048
N -0.0574 0.4333 -0.2022
```

Output
E_HOMO, eV: -9.101
Molar mass, g mol⁻¹: 70.09
Orbital gap, eV: 10.44
SMILES: C=NN1CC1

two) Computed, not measured: an isolated molecule of C3H6N2, with the ωB97M-V functional and the def2-TZVPD basis.

Geometry as XYZ:
```
11
Properties=species:S:1:pos:R:3
C -0.1443 1.0781 0.0534
C 1.2773 0.5776 0.1192
C 1.5497 -0.8279 -0.1582
H -2.3859 -1.1008 0.3142
H -0.5055 -1.2345 0.6452
H -0.3148 2.1560 -0.1599
H 2.1329 1.1077 0.3781
H 2.5887 -1.3659 -0.1205
H 0.6285 -1.5274 -0.1965
N -1.2881 -0.9134 0.0492
N -1.3176 0.4846 -0.1845
```

Output
E_HOMO, eV: -8.603
Molar mass, g mol⁻¹: 70.09
Orbital gap, eV: 8.85
SMILES: C=C/C=N\N

Which of them is least stable? Easy: two).

one) Computed, not measured: a cluster of 4 separate species, C3H6N2OS in total, with the ωB97M-V functional and the def2-TZVPD basis.

Geometry as XYZ:
```
13
Properties=species:S:1:pos:R:3
C 2.0639 1.1222 0.0986
C 0.5645 -0.7850 0.0130
C -1.8624 -0.2063 0.0012
H 3.3917 0.1606 -0.0340
H 1.9810 2.1258 -0.9712
H 1.9411 1.5737 1.7382
H -1.3352 -2.0447 -0.2873
H -1.4986 0.7642 -0.0951
H -3.7406 0.2849 -0.2559
N -0.8772 -1.1417 -0.1046
N -3.1124 -0.5903 0.1636
O 0.7076 0.5239 -0.2752
S 1.7766 -1.7874 0.0087
```

Output
E_HOMO, eV: -9.113
Molar mass, g mol⁻¹: 118.16
Orbital gap, eV: 8.54

two) Computed, not measured: an isolated molecule of C3H6N2OS, with the ωB97M-V functional and the def2-TZVPD basis.

Geometry as XYZ:
```
13
Properties=species:S:1:pos:R:3
C -0.1800 0.0218 -1.4137
C -0.1749 1.2337 -0.5128
C 0.3243 -0.6808 1.6128
H 0.4334 0.1841 -2.2738
H -1.2673 -0.1006 -1.6991
H -1.0428 1.2584 0.1822
H -0.1889 2.1152 -1.0722
H 0.1270 -1.1684 2.6052
H -0.5879 -2.2143 0.6749
N 1.0979 0.3264 1.7161
N -0.3389 -1.2416 0.5116
O 0.3741 -1.0958 -0.7257
S 1.4240 1.3618 0.3944
```

Output
E_HOMO, eV: -8.031
Molar mass, g mol⁻¹: 118.16
Orbital gap, eV: 8.86
SMILES: C1=NSCCON1

three) Computed, not measured: an isolated molecule of C3H6N2OS, with the ωB97M-V functional and the def2-TZVPD basis.

Geometry as XYZ:
```
13
Properties=species:S:1:pos:R:3
C -0.9565 -0.3163 -0.4050
C -1.0030 1.0068 0.4955
C 1.2771 0.3448 -0.5743
N 1.1531 -1.3883 0.4707
N 0.3490 -0.7774 -0.6113
O 2.0944 -0.3124 0.4382
S 0.4630 1.8768 0.0276
H -1.6984 -1.1242 -0.0033
H -1.5864 -0.3142 -1.3591
H -1.9105 1.3957 0.0661
H -0.8689 0.7861 1.5600
H 1.8844 0.3772 -1.5030
H 0.8027 -1.5547 1.3979
```

Output
E_HOMO, eV: -8.380
Molar mass, g mol⁻¹: 118.16
Orbital gap, eV: 9.14
SMILES: C1CN2NO[C@@H]2S1

four) Computed, not measured: an isolated molecule of C3H6N2OS, with the ωB97M-V functional and the def2-TZVPD basis.

Geometry as XYZ:
```
13
Properties=species:S:1:pos:R:3
C 2.4716 -0.2652 0.0723
C 0.9597 -0.1797 -0.0676
C -1.3598 1.4114 -0.2733
H 2.7567 -1.3506 0.2190
H 3.0867 0.1006 -0.7537
H 2.4661 0.3223 0.9462
H -1.6593 2.4569 -0.6199
H -1.4310 -1.1269 0.0512
H -3.1693 -1.5097 -0.0579
N -2.2978 0.5492 -0.0713
N -2.3622 -0.8042 0.4850
O 0.1151 -1.1216 -0.1898
S 0.4235 1.5174 0.2598
```

Output
E_HOMO, eV: -8.978
Molar mass, g mol⁻¹: 118.16
Orbital gap, eV: 9.40
SMILES: CC(=O)S/C=N\N

Which of them is least stable? Easy: one).

one) Computed, not measured: an isolated molecule of C3H6N2OS, with the ωB97M-V functional and the def2-TZVPD basis.

Geometry as XYZ:
```
13
Properties=species:S:1:pos:R:3
C -1.1095 -0.3193 -0.1282
C 1.9473 -0.1934 -0.0098
C 0.9954 0.8505 0.7113
H -3.1569 0.0632 0.1126
H -0.5190 -2.2865 0.2771
H 2.5083 0.4052 -0.8187
H 2.7469 -0.5179 0.7960
H 1.5111 1.7839 0.6344
H 0.7070 0.6333 1.7228
N -2.2739 -0.6013 0.2926
N -0.1985 -1.2021 0.1363
O 1.1296 -1.2700 -0.4627
S -0.4079 1.2923 -0.3415
```

Output
E_HOMO, eV: -8.616
Molar mass, g mol⁻¹: 118.16
Orbital gap, eV: 9.30
SMILES: [H]/N=C1/NOCCS1

two) Computed, not measured: an isolated molecule of C3H6N2OS, with the ωB97M-V functional and the def2-TZVPD basis.

Geometry as XYZ:
```
13
Properties=species:S:1:pos:R:3
C 0.9907 -1.0372 -0.3368
C -0.6896 1.4107 0.1430
C -1.4838 0.0495 0.1516
H 1.6421 -2.6972 -0.9053
H 2.2050 0.2323 0.6127
H -1.0659 2.1277 -0.6274
H -0.7704 1.8155 1.1330
H -2.4988 0.1294 -0.2905
H -1.5058 -0.3331 1.1769
N 1.9552 -1.8792 -0.3895
N 1.1887 0.1072 0.4634
O 0.7020 1.2555 -0.1936
S -0.6695 -1.1810 -0.9374
```

Output
E_HOMO, eV: -9.101
Molar mass, g mol⁻¹: 118.16
Orbital gap, eV: 9.80
SMILES: [H]/N=C1/NOCCS1

Which of them is least stable? Easy: one).

one) Computed, not measured: an isolated molecule of C3HNO2S2, with the ωB97M-V functional and the def2-TZVPD basis.

Geometry as XYZ:
```
9
Properties=species:S:1:pos:R:3
C -1.4322 0.6455 0.1637
C -2.8429 0.2670 0.0908
C -0.0649 0.4191 0.1702
N 0.7546 1.5554 -0.0268
O 0.2114 2.6119 0.2780
O 1.9955 1.4392 -0.2858
S -3.8638 -0.9384 0.0300
S -2.4611 2.0532 -0.1550
H 0.3781 -0.6138 0.0294
```

Output
E_HOMO, eV: -9.722
Molar mass, g mol⁻¹: 147.18
Orbital gap, eV: 7.61
SMILES: O=[N+]([O-])/C=C1\SC1=S

two) Computed, not measured: a cluster of 2 separate species, C3HNO2S2 in total, with the ωB97M-V functional and the def2-TZVPD basis.

Geometry as XYZ:
```
9
Properties=species:S:1:pos:R:3
C 2.6539 -0.9275 0.8351
C 2.7158 -0.0713 -0.0803
C -0.3680 -0.3939 0.0000
N -0.1689 -1.0227 0.9835
O 2.9318 -1.8457 3.3496
O 0.0090 -1.6145 1.9833
S 2.6642 0.9456 -1.3069
S 2.4090 -2.0775 2.0264
H 0.0251 0.3528 -0.6757
```

Output
E_HOMO (spin up / spin down), eV: -9.118 / -9.119
Molar mass, g mol⁻¹: 147.18
Orbital gap (spin up / spin down), eV: 6.80 / 6.81

three) Computed, not measured: an isolated molecule of C3HNO2S2, with the ωB97M-V functional and the def2-TZVPD basis.

Geometry as XYZ:
```
9
Properties=species:S:1:pos:R:3
C -0.0271 -1.0203 0.1344
C -0.1230 1.3993 -0.4846
C 0.0877 0.0038 -0.9594
H 0.1234 -1.0232 2.1632
N -0.1495 -0.4210 1.2911
O 0.0742 -2.2573 -0.0388
O -0.1290 2.4098 -1.0773
S -0.2506 1.3229 1.3911
S 0.3939 -0.4140 -2.4196
```

Output
E_HOMO, eV: -9.514
Molar mass, g mol⁻¹: 147.18
Orbital gap, eV: 7.23
SMILES: O=C1NSC(=O)C1=S

Which of them is least stable? Easy: two).